(1)
DFT (the ωB97M-V functional and the def2-TZVPD basis) results for an isolated molecule of C5H7BrN4O2 in a non-equilibrium geometry.

Energy above the lowest of the compared OMol25 structures with the same formula, charge and spin, kcal/mol: 157.4
Frontier orbital gap (spin up / spin down), eV: 6.436 / 6.780
LUMO energy (spin up / spin down), eV: -2.547 / -2.283

Positions of all 19 atoms, in Å:
C (3.130, -0.448, -0.428)
C (2.125, 0.235, -0.434)
C (-0.529, -0.699, -0.434)
C (-0.738, 0.974, -2.099)
C (0.528, -0.565, 1.927)
N (1.149, 0.969, -0.850)
N (-0.034, 0.367, -0.989)
N (-0.158, -1.134, 0.753)
N (4.299, -1.077, -0.246)
O (4.360, -2.232, -0.644)
O (5.187, -0.456, 0.323)
Br (1.079, 3.019, 0.210)
H (-1.796, 1.248, -1.894)
H (-0.212, 1.767, -2.412)
H (-1.005, 0.136, -2.880)
H (0.978, 0.303, 1.628)
H (-0.274, -0.359, 2.737)
H (1.189, -1.208, 2.542)
H (-0.573, -1.955, 1.133)



(2)
DFT (the ωB97M-V functional and the def2-TZVPD basis) results for a structure of composition C5H7BrO in a non-equilibrium geometry.

Energy above the lowest of the compared OMol25 structures with the same formula, charge and spin, kcal/mol: 67.8
Frontier orbital gap (spin up / spin down), eV: 7.569 / 7.481
LUMO energy (spin up / spin down), eV: -0.559 / -0.572

Positions of all 14 atoms, in Å:
C (0.292, -0.648, 0.182)
C (-1.047, -1.150, -1.073)
C (-1.172, -1.355, 0.350)
C (0.174, 0.799, 0.118)
C (1.474, 1.607, 0.354)
O (1.308, -1.222, 0.176)
Br (-1.291, 1.975, 0.373)
H (-1.704, -0.404, -1.608)
H (-0.543, -1.772, -1.813)
H (-1.972, -0.878, 0.859)
H (-0.882, -2.371, 0.731)
H (1.737, 2.261, -0.454)
H (2.299, 0.862, 0.633)
H (1.327, 2.296, 1.173)



(3)
DFT (the ωB97M-V functional and the def2-TZVPD basis) results for an isolated molecule of C5H7BrS in a non-equilibrium geometry.

Energy above the lowest of the compared OMol25 structures with the same formula, charge and spin, kcal/mol: 25.2
Structure (SMILES): C=C(Br)C/C=C\S
Frontier orbital gap, eV: 9.301
LUMO energy, eV: 0.713

Positions of all 14 atoms, in Å:
C (-0.170, -2.065, -1.327)
C (0.290, -0.856, -1.144)
Br (2.137, -0.521, -1.669)
C (-0.569, 0.153, -0.504)
C (-0.406, 0.246, 1.042)
C (0.256, 1.123, 1.806)
S (0.713, 2.706, 1.466)
H (0.290, -2.850, -1.902)
H (-1.129, -2.221, -0.949)
H (-1.690, -0.048, -0.748)
H (-0.399, 1.159, -0.785)
H (-0.624, -0.682, 1.610)
H (0.098, 1.147, 2.940)
H (1.202, 2.707, 0.164)



(4)
DFT (the ωB97M-V functional and the def2-TZVPD basis) results for an isolated molecule of C5H7Cl in a non-equilibrium geometry.

Energy above the lowest of the compared OMol25 structures with the same formula, charge and spin, kcal/mol: 43.9
Structure (SMILES): C#CC[C@H](C)Cl
Frontier orbital gap, eV: 11.065
LUMO energy, eV: 0.933

Positions of all 13 atoms, in Å:
C (-2.084, -0.841, -0.812)
C (-1.248, -0.680, 0.009)
C (-0.152, -0.772, 0.950)
C (1.011, 0.092, 0.403)
C (0.602, 1.178, -0.499)
Cl (1.867, -1.107, -0.570)
H (-2.848, -0.798, -1.574)
H (0.202, -1.726, 1.043)
H (-0.403, -0.421, 1.992)
H (1.718, 0.509, 1.176)
H (1.457, 1.658, -0.877)
H (0.053, 1.991, 0.039)
H (-0.175, 0.914, -1.279)



(5)
DFT (the ωB97M-V functional and the def2-TZVPD basis) results for an isolated molecule of C5H7Cl in a non-equilibrium geometry.

Energy above the lowest of the compared OMol25 structures with the same formula, charge and spin, kcal/mol: 100.2
Frontier orbital gap, eV: 8.365
LUMO energy, eV: -0.414

Positions of all 13 atoms, in Å:
C (-1.056, 0.253, 0.648)
C (0.878, 1.082, -0.782)
C (0.352, 0.136, -0.040)
C (-2.453, 0.617, 0.067)
C (1.098, -1.151, 0.295)
Cl (-2.585, 0.466, -1.602)
H (-1.097, -0.740, 1.056)
H (-0.996, 1.127, 1.414)
H (0.290, 2.066, -1.073)
H (1.826, 0.966, -1.122)
H (1.046, -1.565, 1.348)
H (2.166, -1.237, 0.080)
H (0.531, -2.020, -0.288)



(6)
DFT (the ωB97M-V functional and the def2-TZVPD basis) results for a cluster of 5 separate species, C5H7Cl13 in total in a non-equilibrium geometry.

Frontier orbital gap (spin up / spin down), eV: 2.098 / 9.142
Total charge: -1
LUMO energy (spin up / spin down), eV: 2.184 / 2.159
Spin multiplicity: 2

Positions of all 25 atoms, in Å:
C (-0.813, -0.999, 0.202)
Cl (-1.930, -2.067, -0.700)
Cl (0.831, -1.213, -0.408)
Cl (-0.818, -1.472, 1.905)
H (-1.210, 0.016, 0.187)
C (3.071, 0.148, -3.006)
Cl (2.493, 1.741, -2.350)
Cl (4.878, 0.043, -3.220)
Cl (2.245, -0.059, -4.529)
H (2.736, -0.673, -2.371)
C (-2.958, 2.692, 3.612)
Cl (-4.573, 2.569, 4.400)
Cl (-2.750, 4.302, 2.930)
Cl (-2.722, 1.531, 2.272)
H (-2.207, 2.372, 4.334)
C (-1.235, 2.896, -1.790)
Cl (-2.764, 3.139, -0.996)
Cl (-0.867, 1.205, -2.164)
H (-1.114, 3.482, -2.701)
H (-0.446, 3.300, -1.155)
C (1.959, -4.534, 1.020)
Cl (3.430, -3.709, 1.656)
Cl (1.460, -5.964, 1.931)
H (1.132, -3.831, 0.917)
H (2.170, -4.916, 0.021)



(7)
DFT (the ωB97M-V functional and the def2-TZVPD basis) results for an isolated molecule of C5H7Cl2N in a non-equilibrium geometry.

Energy above the lowest of the compared OMol25 structures with the same formula, charge and spin, kcal/mol: 42.3
Structure (SMILES): C[C@H]1NCC(Cl)=C1Cl
Frontier orbital gap, eV: 9.599
LUMO energy, eV: 0.842

Positions of all 15 atoms, in Å:
C (1.552, 0.655, 0.925)
C (0.682, 0.550, -0.320)
N (0.612, -0.899, -0.517)
C (-0.863, -1.429, -0.267)
C (-1.722, -0.149, -0.059)
Cl (-3.298, 0.021, 0.274)
C (-0.747, 0.820, -0.264)
Cl (-1.203, 2.530, -0.290)
H (1.872, 1.687, 1.063)
H (2.424, 0.006, 0.841)
H (0.933, 0.405, 1.940)
H (0.935, 1.035, -1.286)
H (1.029, -1.246, -1.528)
H (-0.765, -2.145, 0.658)
H (-1.442, -1.840, -1.169)



(8)
DFT (the ωB97M-V functional and the def2-TZVPD basis) results for a structure of composition C5H7Cl2N3 in a non-equilibrium geometry.

Energy above the lowest of the compared OMol25 structures with the same formula, charge and spin, kcal/mol: 47.5
Frontier orbital gap, eV: 9.166
LUMO energy, eV: 0.012

Positions of all 17 atoms, in Å:
C (1.867, -0.664, 0.174)
C (2.703, 0.442, 0.588)
C (0.923, 2.085, 0.572)
C (0.132, -0.064, -0.451)
C (-0.750, -1.309, -0.327)
N (2.287, 1.612, 0.817)
N (2.157, -1.872, 0.295)
N (-0.137, 1.081, 0.324)
Cl (4.346, 0.166, 1.134)
Cl (0.661, 0.342, -2.100)
H (0.806, 2.816, 1.378)
H (0.922, 2.671, -0.453)
H (-0.677, -1.860, 0.516)
H (-0.347, -1.936, -1.052)
H (-1.735, -0.976, -0.509)
H (1.409, -2.531, 0.120)
H (-1.028, 1.431, 0.012)